Version i
Here is 6 unconnected molecules or ions with the total composition H11O6 from the Open Molecules 2025 dataset. Energies are from the ωB97M-V functional and the def2-TZVPD basis.

XYZ file:
```
17
H11O6 | the Open Molecules 2025 dataset | the ωB97M-V functional and the def2-TZVPD basis
O -0.55984 -0.71048 0.47425
H -0.98893 -0.61498 1.32228
O 1.00571 -1.43511 -1.29783
H 0.52170 -2.20025 -1.61361
H 0.40562 -1.05253 -0.53176
O 2.05409 -0.58723 1.78606
H 2.40886 -1.37793 1.37807
H 1.21936 -0.50770 1.27535
O -2.73083 0.27188 -0.49707
H -2.94345 1.18206 -0.65003
H -1.84090 0.02151 -0.06445
O -0.58507 2.27689 2.88542
H -0.77176 1.34898 2.99589
H -0.89443 2.56487 2.03107
O 1.37103 0.65349 -3.21497
H 1.42303 -0.08962 -3.82536
H 0.90580 0.25617 -2.45330
```

Kohn-Sham gap = 9.313 eV
Total charge = -1

The molecule's natural (NBO) atomic charges, reported in e, are given here: -1.25, 0.44, -1.04, 0.45, 0.52, -0.99, 0.46, 0.51, -1.05, 0.45, 0.52, -0.95, 0.48, 0.48, -0.97, 0.45, 0.51



Version ii
Here is 6 unconnected molecules or ions with the total composition H11O6 from the Open Molecules 2025 dataset. Energies are from the ωB97M-V functional and the def2-TZVPD basis.

XYZ file:
```
17
H11O6 | the Open Molecules 2025 dataset | the ωB97M-V functional and the def2-TZVPD basis
O -0.78225 -2.86940 1.02108
H -0.81131 -1.91484 1.13645
O 1.28724 -3.20420 -1.36617
H 0.74862 -2.74883 -2.01619
H 1.28359 -2.69696 -0.54701
O 0.02097 0.76232 0.50852
H -0.59670 -0.23646 -0.21210
H -0.82956 1.21459 0.55388
O -0.95420 -0.87525 -1.03893
H -0.39181 -2.98906 0.15258
H -0.27876 -0.70270 -1.70694
O -0.81744 2.98626 2.15810
H -0.36241 2.16252 1.86088
H -1.03143 3.33867 1.28479
O 1.36792 2.89120 -0.43416
H 1.03778 2.06369 0.00339
H 1.10975 2.81847 -1.35818
```

Kohn-Sham gap = 9.223 eV
Total charge = -1

The molecule's natural (NBO) atomic charges, reported in e, are given here: -0.97, 0.49, -0.96, 0.48, 0.48, -1.19, 0.49, 0.42, -1.08, 0.47, 0.43, -0.97, 0.50, 0.46, -1.01, 0.52, 0.45



Top of the stability list: version ii, leading by 0.078 eV.



Version i
Here is 2 unconnected molecules or ions with the total composition CH4O2S from the Open Molecules 2025 dataset. Energies are from the ωB97M-V functional and the def2-TZVPD basis.

XYZ file:
```
8
CH4O2S | the Open Molecules 2025 dataset | the ωB97M-V functional and the def2-TZVPD basis
S 2.18502 0.63548 2.61157
H 1.17366 1.23132 1.95466
H 2.48843 1.81676 3.25574
O -2.71042 -0.28550 -1.86853
C -1.64446 -0.71146 -1.52954
O -0.56853 -0.65671 -2.35507
H -1.59712 -1.16218 -0.45695
H -0.85245 -0.25201 -3.18684
```

Kohn-Sham gap = 10.500 eV
Structure (SMILES) = O=CO.S

The molecule's natural (NBO) atomic charges, reported in e, are given here: -0.29, 0.14, 0.15, -0.58, 0.63, -0.69, 0.14, 0.50



Version ii
Here is a single CH4O2S molecule from the Open Molecules 2025 dataset. Energies are from the ωB97M-V functional and the def2-TZVPD basis.

XYZ file:
```
8
CH4O2S | the Open Molecules 2025 dataset | the ωB97M-V functional and the def2-TZVPD basis
C 0.07727 0.75366 -0.44054
O 0.84502 -2.39805 0.73757
O 0.21075 0.17407 0.98753
S 1.37193 -0.93406 1.23557
H 1.13814 0.58158 -0.78351
H -0.34898 1.84887 -0.35417
H -0.60019 0.17664 -0.98489
H 0.55811 -2.82596 1.45796
```

Kohn-Sham gap = 9.493 eV
Structure (SMILES) = COSO

The molecule's natural (NBO) atomic charges, reported in e, are given here: -0.26, -0.84, -0.71, 0.75, 0.20, 0.20, 0.18, 0.47



Top of the stability list: version i, leading by 1.654 eV.



Version i
Here is 2 unconnected molecules or ions with the total composition CH7N3O from the Open Molecules 2025 dataset. Energies are from the ωB97M-V functional and the def2-TZVPD basis.

XYZ file:
```
12
CH7N3O | the Open Molecules 2025 dataset | the ωB97M-V functional and the def2-TZVPD basis
C 1.10308 -0.60952 -1.27164
N -0.02558 -0.95652 0.77651
N 0.75826 -0.21088 0.06207
N -0.51294 -0.41103 1.80875
O -1.28283 1.72495 0.09144
H -2.20898 1.85097 -0.11716
H 0.89156 0.76547 0.31984
H -1.05485 -1.11353 2.31717
H -1.23807 1.11981 0.84961
H 0.80626 0.15970 -1.98789
H 0.58354 -1.54165 -1.49125
H 2.18056 -0.77777 -1.35746
```

Kohn-Sham gap = 10.440 eV
Structure (SMILES) = [H]/N=N/NC.O

The molecule's natural (NBO) atomic charges, reported in e, are given here: -0.42, 0.04, -0.38, -0.56, -0.98, 0.47, 0.38, 0.34, 0.48, 0.21, 0.22, 0.20



Version ii
Here is 2 unconnected molecules or ions with the total composition CH7N3O from the Open Molecules 2025 dataset. Energies are from the ωB97M-V functional and the def2-TZVPD basis.

XYZ file:
```
12
CH7N3O | the Open Molecules 2025 dataset | the ωB97M-V functional and the def2-TZVPD basis
N -1.93244 -0.92710 -0.15681
C -0.64924 -0.29172 -0.01758
N 0.13317 0.22712 -1.14802
N -0.09902 -0.05118 1.17230
H -1.90537 -1.97229 -0.11206
H -2.26605 -0.55662 -1.03190
H 0.10530 -0.19490 -2.12221
H 0.86437 0.67291 -0.67895
H -0.48527 -0.28128 1.98577
H 1.88749 0.44293 1.00704
H 1.88870 1.89204 0.59897
O 2.45837 1.04010 0.50346
```

Kohn-Sham gap = 10.020 eV
Structure (SMILES) = N=C(N)N.O

The molecule's natural (NBO) atomic charges, reported in e, are given here: -0.86, 0.59, -0.87, -0.82, 0.40, 0.37, 0.41, 0.42, 0.36, 0.50, 0.46, -0.96



Version iii
Here is a single CH7N3O molecule from the Open Molecules 2025 dataset. Energies are from the ωB97M-V functional and the def2-TZVPD basis.

XYZ file:
```
12
CH7N3O | the Open Molecules 2025 dataset | the ωB97M-V functional and the def2-TZVPD basis
C 1.12560 -0.59479 0.41691
N -0.18438 0.11802 0.10492
N -1.22236 -0.36330 -0.73762
N -0.51659 1.27339 0.83910
O 1.87990 -0.07265 -0.62078
H 0.84835 0.17383 -1.11796
H -1.46152 -1.32060 -0.48307
H -0.82732 -0.37772 -1.67795
H -0.70342 2.01412 0.16626
H -1.37369 1.09791 1.36143
H 1.47603 -0.26747 1.40691
H 0.95939 -1.68074 0.34185
```

Kohn-Sham gap = 9.735 eV
Structure (SMILES) = NN(N)CO

The molecule's natural (NBO) atomic charges, reported in e, are given here: 0.09, -0.25, -0.65, -0.63, -0.73, 0.47, 0.35, 0.34, 0.35, 0.34, 0.19, 0.15



Top of the stability list: version ii, leading by 0.831 eV.



Version i
Here is a molecular structure, C16H17ClN2O3S from the Open Molecules 2025 dataset. Energies are from the ωB97M-V functional and the def2-TZVPD basis.

XYZ file:
```
40
C16H17ClN2O3S | the Open Molecules 2025 dataset | the ωB97M-V functional and the def2-TZVPD basis
C -3.41192 -1.11648 -2.46536
C -3.63546 -0.85915 -1.10435
O -4.75342 -0.50393 -0.74448
C -2.60089 -0.94645 -0.21745
C -2.64194 -0.81853 1.01038
N -1.51660 -0.82754 1.81982
C -0.62588 -1.20431 1.09477
N 0.75682 -1.18031 1.17214
C 1.71153 -1.42282 0.28163
O 1.53587 -1.74327 -0.78471
C 3.10981 -1.21355 0.95936
C 4.06682 -0.77405 -0.18216
C 4.11391 0.46449 -0.41097
H 4.07955 1.26666 0.69506
H 4.98331 0.94857 -0.95942
O 2.96084 0.98962 -1.02565
C 1.84649 1.22754 -0.63362
C 1.43988 1.61441 0.71675
C 0.29669 2.17737 0.90083
C -0.79598 2.24896 0.09543
C -0.49529 1.92837 -1.43674
C 0.70918 1.62523 -1.51479
H 1.09064 1.42125 -2.63361
H -1.26394 2.08660 -1.93848
Cl -2.37298 2.86308 0.15049
H 0.02200 2.30014 1.98253
H 2.21436 1.39982 1.42732
H 4.02818 -1.19805 -1.07028
H 5.10294 -1.14566 0.36297
H 3.47344 -2.48334 1.25441
H 3.20936 -0.71949 1.81296
H 0.95183 -1.02178 2.13589
S -1.00698 -1.28697 -0.68690
C -3.87835 -0.38578 1.93999
H -4.36267 0.55285 1.52963
H -3.51385 0.14909 3.02263
H -4.56588 -1.05277 1.76987
H -2.71729 -0.38604 -2.63145
H -4.38119 -0.98499 -3.13582
H -3.16297 -1.98876 -2.55862
```

Kohn-Sham gap = 7.783 eV

The molecule's natural (NBO) atomic charges, reported in e, are given here: -0.65, 0.54, -0.55, -0.43, 0.27, -0.47, 0.34, -0.64, 0.71, -0.55, -0.45, -0.48, -0.01, 0.12, 0.23, -0.49, 0.39, -0.33, -0.27, -0.09, -0.17, -0.24, 0.18, 0.20, 0.03, 0.22, 0.20, 0.25, 0.24, 0.22, 0.21, 0.40, 0.34, -0.63, 0.24, 0.23, 0.22, 0.23, 0.23, 0.21



Version ii
Here is a single C16H17ClN2O3S molecule from the Open Molecules 2025 dataset. Energies are from the ωB97M-V functional and the def2-TZVPD basis.

XYZ file:
```
40
C16H17ClN2O3S | the Open Molecules 2025 dataset | the ωB97M-V functional and the def2-TZVPD basis
C -1.85850 -1.31132 -1.21261
H -2.00648 -2.30954 -0.80679
H -0.96902 -1.28887 -1.84141
H -2.71109 -1.06821 -1.84196
C -1.77658 -0.27439 -0.09286
N -1.60330 1.04916 -0.65461
C -0.45823 1.40007 -1.39931
C 0.82688 1.29697 -0.87571
C 1.92009 1.64801 -1.64846
C 1.74181 2.12682 -2.93487
C 0.46170 2.25592 -3.44822
C -0.63469 1.88703 -2.69050
H -1.63615 1.98650 -3.07493
H 0.31643 2.63778 -4.44751
H 2.59744 2.40444 -3.53192
H 2.91402 1.55678 -1.23547
H 0.97732 0.95747 0.13724
S -2.60272 2.27540 -0.13163
O -3.83293 1.66521 0.27863
O -2.64795 3.27917 -1.15137
C -1.76711 2.96834 1.31102
H -2.46162 3.63943 1.79799
H -0.89707 3.50305 0.95420
H -1.49339 2.14789 1.96371
C -0.73525 -0.54014 1.00486
O -0.75513 0.10099 2.03764
N 0.17864 -1.49814 0.71545
C 1.27275 -1.91994 1.46832
C 1.48322 -1.54963 2.79344
C 2.58826 -2.01457 3.48307
C 3.50017 -2.85516 2.86923
C 3.30775 -3.23392 1.55089
C 2.20540 -2.76806 0.86123
Cl 1.97915 -3.24595 -0.79791
H 4.01021 -3.88751 1.05765
H 4.36072 -3.21840 3.40862
H 2.73367 -1.71688 4.50987
H 0.77280 -0.89458 3.26913
H 0.14550 -1.91679 -0.20674
H -2.74622 -0.21634 0.41672
```

Kohn-Sham gap = 9.618 eV
Structure (SMILES) = C[C@@H](C(=O)Nc1ccccc1Cl)N(c1ccccc1)S(C)(=O)=O

The molecule's natural (NBO) atomic charges, reported in e, are given here: -0.63, 0.22, 0.21, 0.24, -0.14, -0.71, 0.10, -0.19, -0.22, -0.21, -0.21, -0.18, 0.24, 0.22, 0.22, 0.22, 0.21, 2.33, -0.95, -0.94, -0.88, 0.25, 0.24, 0.27, 0.69, -0.63, -0.64, 0.20, -0.26, -0.18, -0.22, -0.21, -0.08, 0.00, 0.23, 0.22, 0.22, 0.26, 0.43, 0.28



Top of the stability list: version ii, leading by 13.453 eV.



Version i
Here is 2 unconnected molecules or ions with the total composition C7H9N3O2 from the Open Molecules 2025 dataset. Energies are from the ωB97M-V functional and the def2-TZVPD basis.

XYZ file:
```
21
C7H9N3O2 | the Open Molecules 2025 dataset | the ωB97M-V functional and the def2-TZVPD basis
C 1.69031 -0.99982 -0.42841
C 2.67378 -0.05106 -1.03830
C 3.08839 0.84243 0.09352
C 2.52260 0.39571 1.20448
C -2.02305 -0.52122 1.40900
C -1.95587 0.34393 0.15929
C -0.87295 1.24568 -0.18788
H 2.14162 0.47696 -1.83825
H 3.51764 -0.60932 -1.45945
H 3.84502 1.62225 0.06059
H 2.67759 0.67758 2.23864
H 0.92884 -0.99754 1.49835
H -3.00570 -0.38129 1.87175
H -1.87658 -1.56073 1.12691
H -1.24017 -0.21419 2.11491
H -3.97155 -0.70182 0.46878
N 1.65972 -0.66875 0.90742
N -2.90960 0.38887 -0.69096
N -0.15718 2.10096 -0.50261
O 1.02782 -1.88865 -0.94283
O -4.01613 -0.43552 -0.47584
```

Kohn-Sham gap = 9.074 eV
Structure (SMILES) = C/C(C#N)=N\O.O=C1CC=CN1

The molecule's natural (NBO) atomic charges, reported in e, are given here: 0.68, -0.55, -0.24, -0.02, -0.68, 0.07, 0.25, 0.26, 0.25, 0.23, 0.22, 0.40, 0.22, 0.26, 0.24, 0.45, -0.63, -0.02, -0.28, -0.60, -0.51



Version ii
Here is 2 unconnected molecules or ions with the total composition C7H9N3O2 from the Open Molecules 2025 dataset. Energies are from the ωB97M-V functional and the def2-TZVPD basis.

XYZ file:
```
21
C7H9N3O2 | the Open Molecules 2025 dataset | the ωB97M-V functional and the def2-TZVPD basis
C -0.64960 3.13836 -0.11775
C -0.83399 3.57159 -1.44567
C -1.59647 3.97784 0.53178
C 0.02042 -3.34595 -0.74418
C 0.14428 -2.33906 0.37654
C 1.43615 -2.42785 1.20160
C 1.71210 -1.01838 0.74065
H -0.32335 3.29690 -2.35227
H -1.77462 3.97641 1.58642
H -0.07247 -4.34526 -0.33023
H 0.90259 -3.31344 -1.39356
H -0.87721 -3.16043 -1.34913
H -0.74768 -2.31696 1.01516
H 1.33819 -2.54505 2.28804
H 2.14899 -3.16947 0.82064
H 0.08797 -0.16824 -0.32686
N -1.80469 4.43739 -1.52558
N -2.26777 4.73113 -0.30503
N 0.58993 -0.99813 -0.03666
O 0.00536 2.22171 0.38462
O 2.56188 -0.20309 0.98146
```

Kohn-Sham gap = 6.812 eV
Structure (SMILES) = C[C@H]1CC(=O)N1.O=C1C=NN=C1

The molecule's natural (NBO) atomic charges, reported in e, are given here: 0.40, -0.06, -0.02, -0.62, -0.03, -0.52, 0.69, 0.22, 0.21, 0.21, 0.22, 0.21, 0.19, 0.23, 0.23, 0.41, -0.18, -0.19, -0.63, -0.38, -0.58



Top of the stability list: version i, leading by 0.827 eV.